DFT (ωB97M-V with the def2-TZVPD basis set) results for C38H37ClN5O7RuTe as an isolated structure.

```
90
Properties=species:S:1:pos:R:3:forces:R:3:mulliken_spin:R:1
Te 1.003227 -1.015092 -0.351935 0.0 0.0 0.0 0.120
Ru -1.434261 0.646974 2.092092 0.0 -0.1 -0.1 2.525
Cl 0.507229 3.229060 0.976041 0.0 0.0 0.1 0.405
O 1.738210 1.089925 5.000061 0.0 0.0 0.0 0.006
O -1.715579 1.243028 -2.377847 0.0 0.0 0.0 -0.001
O 1.073692 4.235477 0.069133 0.0 0.0 0.0 0.307
O 1.049048 0.718056 0.206302 -0.1 0.0 0.0 -0.058
O -0.878958 2.845044 0.672604 0.0 0.1 0.0 0.295
O -4.654131 3.070850 3.099552 0.0 0.0 0.0 0.032
O -0.887173 -3.302974 1.443345 0.0 0.0 0.0 0.112
N -0.040119 1.330338 3.537720 0.1 0.1 0.0 0.029
N -0.895075 -1.016501 1.386918 0.0 0.0 0.1 0.055
N 1.067984 -1.681144 3.668919 0.0 0.0 0.0 0.001
N -3.247688 0.573271 1.022206 0.0 0.0 0.0 -0.057
N -2.540218 2.094925 3.034060 0.0 0.1 0.0 0.010
C 1.068107 0.730319 4.032017 -0.1 0.0 0.0 0.019
C 1.603224 -0.508433 3.348197 0.0 0.0 0.0 -0.019
C 4.033727 -2.244003 -3.332800 0.0 0.0 0.0 0.001
C -0.482620 0.552025 -2.634802 0.0 0.0 0.0 -0.012
C -5.450849 1.466748 0.926570 0.0 0.0 0.0 0.006
C -1.500107 4.945952 5.190717 0.0 0.0 0.0 0.001
C 0.721324 1.448601 -2.743091 0.0 0.0 0.0 0.011
C -3.267030 -0.303477 -5.246001 0.0 0.0 0.0 0.000
C -0.481568 2.549075 4.133806 0.0 0.0 0.0 0.045
C -0.172613 4.605007 5.380458 0.0 0.0 0.0 0.000
C 2.752336 -0.384850 2.568347 0.0 0.0 0.0 -0.005
C -1.821229 2.934890 3.901500 0.0 0.0 0.0 -0.030
C 2.806184 -2.763148 2.424055 0.0 0.0 0.0 -0.001
C 5.020717 -1.266806 -3.373985 0.0 0.0 0.0 -0.001
C 1.660697 -2.780281 3.200315 0.0 0.0 0.0 0.004
C -3.816349 2.287704 2.660739 0.0 0.0 0.0 -0.003
C -5.728871 0.675975 -0.176735 0.0 0.0 0.0 -0.008
C 2.768115 -0.988969 -1.686835 0.0 0.0 0.0 0.044
C -2.324587 4.113695 4.448848 0.0 0.0 0.0 -0.004
C 1.916355 -3.245440 -2.531038 0.0 0.0 0.0 0.007
C -2.243710 -2.199595 3.061041 0.0 0.0 0.0 0.062
C 3.791797 1.214388 -0.815467 0.0 0.0 0.0 -0.010
C 0.332730 3.419794 4.863096 0.0 0.0 0.0 -0.003
C 3.364331 -1.531908 2.101532 0.0 0.0 0.0 0.005
C -2.237243 -1.580327 -3.357593 0.0 0.0 0.0 0.002
C -2.354961 -0.455230 -4.068792 0.0 0.0 0.0 0.000
C 2.926555 -2.125647 -2.504189 0.0 0.0 0.0 -0.004
C -0.385602 -0.781319 -1.972033 0.0 0.0 0.0 0.012
C -4.195007 1.395325 1.497335 0.0 0.0 0.0 0.019
C 6.206602 -1.408095 -4.290051 0.0 0.0 0.0 0.000
C -4.740221 -0.158440 -0.671999 0.0 0.0 0.0 0.012
C -1.532460 0.701902 -3.684680 0.0 0.0 0.0 0.002
C -1.340390 -3.098228 -1.604977 0.0 0.0 0.0 0.009
C -1.271880 -2.211967 1.887599 0.0 0.0 0.0 0.059
C -1.266853 -1.755649 -2.276012 0.0 0.0 0.0 -0.004
C -3.508763 -0.185571 -0.041393 0.0 0.0 0.0 -0.008
C 4.876004 -0.175301 -2.539540 0.0 0.0 0.0 0.000
C 3.777441 -0.018007 -1.688659 0.0 0.0 0.0 -0.011
H -1.967151 -1.432440 3.788656 0.0 0.0 0.0 -0.019
H 6.707417 -2.366508 -4.140399 0.0 0.0 0.0 0.000
H 6.933581 -0.614846 -4.116762 0.0 0.0 0.0 0.000
H -2.242652 -3.172975 3.548821 0.0 0.0 0.0 0.008
H -4.901337 -0.777156 -1.544015 0.0 0.0 0.0 0.000
H 0.429316 2.374712 -3.239376 0.0 0.0 0.0 0.001
H -2.705319 0.010491 -6.130122 0.0 0.0 0.0 0.000
H 2.342494 -4.127773 -3.008813 0.0 0.0 0.0 0.001
H 4.730835 1.255083 -0.257015 0.0 0.0 0.0 0.000
H -0.742347 -3.183072 -0.699700 0.0 0.0 0.0 -0.005
H 1.360905 3.156024 5.036060 0.0 0.0 0.0 -0.001
H -3.779993 -1.236531 -5.477432 0.0 0.0 0.0 0.000
H 1.025516 -2.954097 -3.089319 0.0 0.0 0.0 -0.001
H 3.239304 -3.689526 2.070428 0.0 0.0 0.0 0.000
H 1.112759 1.681475 -1.754894 0.0 0.0 0.0 -0.005
H 1.592751 -3.538892 -1.529689 0.0 0.0 0.0 0.000
H -3.252120 -1.987202 2.694140 0.0 0.0 0.0 0.003
H 1.503088 0.959230 -3.327601 0.0 0.0 0.0 0.000
H -1.046911 -3.882901 -2.309287 0.0 0.0 0.0 0.000
H 0.485524 5.256908 5.942312 0.0 0.0 0.0 0.000
H 4.131421 -3.128170 -3.956445 0.0 0.0 0.0 0.000
H 3.143037 0.597405 2.342544 0.0 0.0 0.0 -0.002
H -1.898969 5.863376 5.606266 0.0 0.0 0.0 0.000
H 3.747122 2.114287 -1.435008 0.0 0.0 0.0 0.000
H -2.851473 -2.441113 -3.607641 0.0 0.0 0.0 0.000
H -3.356331 4.368387 4.270841 0.0 0.0 0.0 0.001
H 5.900259 -1.360421 -5.337343 0.0 0.0 0.0 0.000
H -1.374916 1.460564 -4.449459 0.0 0.0 0.0 0.000
H 5.645138 0.592162 -2.530840 0.0 0.0 0.0 0.000
H 4.254460 -1.469830 1.485416 0.0 0.0 0.0 0.000
H 1.182009 -3.719925 3.450435 0.0 0.0 0.0 0.002
H -6.164776 2.151359 1.361589 0.0 0.0 0.0 0.001
H -2.373609 -3.306210 -1.312956 0.0 0.0 0.0 -0.001
H -6.702036 0.716723 -0.649596 0.0 0.0 0.0 -0.001
H 2.954102 1.239459 -0.125548 0.0 0.0 0.0 0.012
H -2.694625 -0.809907 -0.377427 0.0 0.0 0.0 0.029
H -4.015991 0.469903 -5.055490 0.0 0.0 0.0 0.000
```
Forces are in eV/Å.

The total charge is -1. For the LUMO energy (spin up / spin down), the calculation gives 0.07735 / 0.03891 Ha. The spin multiplicity is 5. Its strongest force on any atom is 0.191 eV/A. The value obtained for the HOMO energy (spin up / spin down) is -4.61 / -4.76 eV. Its expectation value of S² is 6.022.